(1)
Computed, not measured: a cluster of 6 separate species, C45H97N5O6 in total, with ωB97M-V/def2-TZVPD.

```
153
Properties=species:S:1:pos:R:3
C 2.882 0.937 9.646
C 1.647 0.104 9.314
C 1.439 -0.980 10.361
C 0.472 1.083 9.298
C 0.412 2.007 8.041
C 0.331 1.063 6.809
C 1.532 0.118 6.684
C 1.171 -1.071 5.735
C 2.608 0.913 5.984
N 1.767 -0.587 7.980
O 2.818 -1.380 7.902
H 2.811 1.917 9.174
H 2.947 1.202 10.701
H 3.865 0.593 9.325
H 0.566 -1.631 10.315
H 2.209 -1.738 10.213
H 1.449 -0.668 11.405
H -0.482 0.578 9.449
H 0.640 1.805 10.097
H -0.506 2.592 8.106
H 1.206 2.753 8.063
H 0.321 1.735 5.951
H -0.612 0.517 6.847
H 0.334 -0.859 5.069
H 0.913 -1.994 6.254
H 1.982 -1.416 5.094
H 2.197 1.178 5.009
H 3.428 0.218 5.803
H 2.794 1.839 6.529
H 2.413 -2.225 7.693
C 4.700 3.806 -4.127
C 6.155 4.142 -3.625
C 7.247 3.955 -4.717
C 6.225 5.667 -3.309
C 5.671 5.902 -1.885
C 6.434 5.011 -0.865
C 6.294 3.466 -1.157
C 7.322 2.633 -0.309
C 4.742 3.196 -0.820
N 6.650 3.248 -2.586
O 6.571 1.819 -2.962
H 4.674 4.193 -5.145
H 4.263 2.862 -4.451
H 3.963 4.346 -3.532
H 7.670 2.951 -4.733
H 6.846 4.148 -5.712
H 8.099 4.634 -4.687
H 7.264 5.994 -3.257
H 5.645 6.166 -4.085
H 5.832 6.945 -1.611
H 4.595 5.758 -1.796
H 6.161 5.206 0.172
H 7.494 5.268 -0.857
H 7.111 2.758 0.753
H 8.377 2.850 -0.476
H 7.079 1.604 -0.573
H 4.089 3.638 -1.572
H 4.585 3.775 0.091
H 4.458 2.148 -0.737
H 7.507 1.620 -2.885
C -2.399 3.445 -2.209
C -2.770 4.817 -2.847
C -2.779 4.570 -4.371
C -4.268 4.985 -2.392
C -4.905 6.460 -2.540
C -4.063 7.516 -1.820
C -2.497 7.291 -2.106
C -2.158 7.908 -3.589
C -1.842 8.054 -1.022
N -2.035 5.887 -2.229
O -0.717 5.685 -2.483
H -1.319 3.300 -2.225
H -2.585 3.565 -1.141
H -2.807 2.542 -2.663
H -3.132 5.344 -5.052
H -1.743 4.351 -4.631
H -3.365 3.664 -4.530
H -4.950 4.542 -3.118
H -4.511 4.695 -1.370
H -4.945 6.843 -3.560
H -5.966 6.389 -2.301
H -4.354 7.463 -0.772
H -4.329 8.531 -2.116
H -2.093 8.996 -3.562
H -2.988 7.639 -4.242
H -1.341 7.507 -4.189
H -0.988 8.555 -1.479
H -1.596 7.624 -0.051
H -2.393 8.960 -0.772
H -0.626 5.945 -3.403
C -5.466 -4.490 -1.352
C -5.956 -3.039 -1.363
C -5.412 -2.222 -0.175
C -5.316 -2.306 -2.606
C -5.971 -1.035 -3.103
C -7.435 -1.301 -3.170
C -8.150 -1.990 -2.012
C -8.465 -0.722 -1.040
C -9.462 -2.654 -2.588
N -7.429 -3.118 -1.424
O -8.101 -3.669 -0.296
H -5.849 -5.087 -2.180
H -4.381 -4.596 -1.365
H -5.780 -5.009 -0.446
H -5.793 -1.233 0.080
H -5.519 -2.829 0.724
H -4.363 -2.011 -0.387
H -4.284 -2.048 -2.368
H -5.137 -2.976 -3.448
H -5.957 -0.190 -2.415
H -5.301 -0.722 -3.903
H -7.627 -1.911 -4.053
H -7.776 -0.274 -3.304
H -7.563 -0.166 -0.787
H -8.875 -1.096 -0.101
H -9.390 -0.243 -1.361
H -9.212 -3.426 -3.316
H -10.270 -2.072 -3.032
H -10.059 -3.233 -1.883
H -8.537 -4.426 -0.695
C 2.739 -5.757 -1.186
C 2.117 -6.961 -0.390
C 2.009 -6.681 1.104
C 0.601 -6.986 -0.762
C 0.320 -7.793 -2.032
C 1.014 -9.159 -2.082
C 2.578 -9.150 -1.774
C 2.857 -10.596 -1.378
C 3.365 -8.688 -2.957
N 2.768 -8.258 -0.576
O 4.150 -8.106 -0.247
H 3.823 -5.818 -1.085
H 2.504 -5.611 -2.240
H 2.493 -4.796 -0.734
H 2.964 -6.353 1.516
H 1.277 -5.958 1.463
H 1.758 -7.602 1.629
H -0.032 -7.320 0.060
H 0.262 -5.970 -0.965
H -0.768 -7.864 -2.029
H 0.667 -7.287 -2.934
H 0.855 -9.545 -3.089
H 0.380 -9.863 -1.543
H 2.848 -11.274 -2.232
H 2.033 -10.911 -0.737
H 3.780 -10.598 -0.800
H 4.398 -8.580 -2.626
H 3.023 -7.757 -3.408
H 3.282 -9.429 -3.753
H 4.181 -8.689 0.515
O 0.245 -0.812 0.075
H 1.036 -1.216 -0.283
H 0.495 0.097 0.241
```

Output
spin multiplicity = 1
SMILES = CC1(C)CCCC(C)(C)N1O.CC1(C)CCCC(C)(C)N1O.CC1(C)CCCC(C)(C)N1O.CC1(C)CCCC(C)(C)N1O.CC1(C)CCCC(C)(C)N1O.O
DFT total energy = -67961.7179 eV
HOMO energy = -0.2946 hartree
lowest unoccupied orbital energy = 0.2 eV
Kohn-Sham gap = 8.25 eV
total charge = 0

=====

(2)
Computed, not measured: a cluster of 7 separate species, C45H99N5O7 in total, with ωB97M-V/def2-TZVPD.

```
156
Properties=species:S:1:pos:R:3
O 4.883 5.851 1.087
H 4.112 5.858 1.654
H 5.367 5.069 1.350
O 3.632 2.657 4.778
H 3.154 2.109 5.400
H 2.954 3.176 4.345
C -1.410 -2.656 -3.042
C -2.247 -3.870 -2.503
C -1.236 -5.072 -2.592
C -1.682 -6.347 -1.829
C -1.991 -5.931 -0.409
C -3.088 -4.756 -0.292
N -2.579 -3.651 -1.082
O -3.322 -2.491 -0.899
C -4.503 -5.211 -0.744
C -3.100 -4.348 1.186
C -3.524 -4.054 -3.396
H -0.503 -2.481 -2.463
H -1.905 -1.690 -3.144
H -0.984 -2.855 -4.026
H -1.061 -5.332 -3.636
H -0.308 -4.668 -2.188
H -0.921 -7.120 -1.719
H -2.589 -6.735 -2.294
H -1.125 -5.833 0.245
H -2.534 -6.702 0.137
H -4.461 -5.551 -1.779
H -4.784 -5.991 -0.036
H -5.292 -4.475 -0.587
H -3.631 -5.162 1.680
H -2.168 -3.986 1.620
H -3.778 -3.503 1.309
H -3.548 -5.011 -3.919
H -3.473 -3.274 -4.155
H -4.462 -3.828 -2.889
H -2.660 -2.115 -0.314
C 0.597 -1.264 0.368
C 1.920 -0.653 -0.285
C 1.637 0.015 -1.670
C 0.917 1.391 -1.564
C 1.567 2.294 -0.490
C 1.816 1.637 0.818
N 2.516 0.341 0.680
O 2.705 -0.277 1.873
C 2.761 2.616 1.609
C 0.474 1.594 1.579
C 2.986 -1.750 -0.435
H -0.320 -0.680 0.283
H 0.849 -1.684 1.342
H 0.432 -2.093 -0.321
H 2.595 0.214 -2.149
H 1.087 -0.672 -2.313
H -0.093 1.248 -1.181
H 0.672 1.913 -2.489
H 0.941 3.178 -0.370
H 2.517 2.625 -0.911
H 2.352 3.625 1.660
H 2.978 2.169 2.579
H 3.713 2.691 1.085
H 0.459 1.315 2.633
H -0.074 2.524 1.435
H -0.272 0.846 1.311
H 4.006 -1.365 -0.457
H 2.773 -2.493 -1.204
H 2.909 -2.417 0.424
H 3.654 -0.321 2.008
C 5.126 -4.799 -2.273
C 6.369 -4.394 -2.971
C 6.565 -2.898 -2.585
C 7.339 -2.603 -1.293
C 8.650 -3.490 -1.248
C 8.605 -5.026 -1.528
N 7.643 -5.233 -2.592
O 7.573 -6.564 -2.989
C 9.975 -5.627 -1.790
C 8.059 -5.736 -0.350
C 6.041 -4.631 -4.421
H 5.322 -4.922 -1.208
H 4.721 -5.771 -2.554
H 4.323 -4.062 -2.302
H 7.022 -2.323 -3.391
H 5.636 -2.343 -2.454
H 6.755 -2.830 -0.401
H 7.715 -1.612 -1.043
H 9.268 -3.428 -0.352
H 9.322 -2.990 -1.945
H 10.013 -6.714 -1.861
H 10.330 -5.118 -2.686
H 10.746 -5.275 -1.104
H 8.176 -6.819 -0.365
H 8.773 -5.541 0.450
H 7.048 -5.492 -0.024
H 5.108 -4.360 -4.915
H 6.154 -5.673 -4.721
H 6.746 -3.999 -4.960
H 6.974 -6.933 -2.336
C -4.427 0.530 -2.983
C -3.938 1.763 -2.258
C -2.825 2.275 -3.233
C -2.520 3.815 -3.329
C -3.875 4.605 -3.300
C -4.953 4.193 -2.291
N -5.021 2.731 -2.251
O -6.163 2.192 -1.560
C -4.615 4.880 -0.860
C -6.340 4.960 -2.725
C -3.329 1.502 -0.874
H -5.268 0.094 -2.442
H -3.783 -0.286 -3.310
H -4.759 0.866 -3.965
H -1.892 1.827 -2.890
H -2.910 1.961 -4.274
H -1.878 4.036 -4.182
H -2.004 4.123 -2.420
H -4.277 4.619 -4.313
H -3.592 5.628 -3.051
H -4.918 4.146 -0.113
H -3.543 4.930 -0.668
H -4.988 5.883 -0.654
H -6.832 4.410 -3.527
H -6.937 4.961 -1.813
H -6.135 6.022 -2.863
H -3.351 0.464 -0.543
H -3.946 2.001 -0.127
H -2.333 1.867 -0.624
H -6.722 1.951 -2.302
C -1.445 4.665 3.418
C -2.709 5.323 3.998
C -3.987 4.653 3.451
C -4.441 3.356 4.160
C -4.588 3.691 5.656
C -3.225 4.054 6.318
N -2.687 5.243 5.502
O -1.629 5.851 6.138
C -3.434 4.380 7.796
C -2.164 3.014 6.254
C -2.697 6.849 3.595
H -1.576 3.655 3.029
H -0.529 4.710 4.007
H -1.188 5.381 2.638
H -4.845 5.321 3.517
H -3.864 4.380 2.403
H -3.753 2.529 3.982
H -5.422 3.066 3.782
H -4.887 2.718 6.046
H -5.277 4.521 5.815
H -4.352 3.951 8.195
H -2.495 4.267 8.337
H -3.659 5.447 7.817
H -2.612 2.112 6.671
H -1.746 2.778 5.275
H -1.260 3.262 6.811
H -2.446 6.858 2.534
H -1.996 7.390 4.231
H -3.597 7.448 3.731
H -1.821 6.792 6.151
```

Output
spin multiplicity = 2
DFT total energy = -70035.3899 eV
HOMO energy (alpha / beta) = -0.3265 / -0.3265 hartree
lowest unoccupied orbital energy (alpha / beta) = -2.8 / -6.4 eV
Kohn-Sham gap (alpha / beta) = 6.10 / 2.45 eV
total charge = +1